Entry from the OMol25 dataset: 13 unconnected molecules or ions with the total composition C58H153N11O17 at a distorted geometry (ωB97M-V/def2-TZVPD).

Cartesian coordinates (Å):
C -2.8295 -4.2388 -2.0600
C -2.4782 -5.7250 -1.7145
C -1.0390 -5.8701 -1.3169
O -0.2021 -5.5413 -2.4983
C 1.1614 -5.9173 -2.3079
N -3.4079 -6.0901 -0.6764
H -2.1956 -3.9358 -2.8933
H -2.5924 -3.6213 -1.1936
H -3.8775 -4.0821 -2.3154
H -2.6770 -6.3648 -2.5743
H -0.8012 -6.8331 -0.8649
H -0.7989 -5.0702 -0.6165
H 1.2850 -6.9983 -2.3738
H 1.4757 -5.5104 -1.3468
H 1.7715 -5.6063 -3.1559
H -3.2491 -5.5009 0.1284
H -4.3500 -5.7737 -0.8565
C -1.2136 -4.0124 3.4379
C -1.9634 -4.9305 2.4841
C -2.8213 -5.9609 3.2296
O -3.7170 -5.4760 4.2416
C -4.5584 -6.5637 4.6844
N -2.8261 -4.0729 1.6884
H -0.5537 -3.3157 2.9209
H -0.4632 -4.6165 3.9479
H -1.8177 -3.4799 4.1724
H -1.2641 -5.3115 1.7399
H -2.1459 -6.6421 3.7472
H -3.3614 -6.5697 2.5046
H -4.0208 -7.4157 5.1005
H -5.1292 -7.0541 3.8959
H -5.3363 -6.2248 5.3685
H -2.2869 -3.3052 1.3145
H -3.4949 -3.7014 2.3478
C 4.5981 2.2982 -6.1350
C 3.4882 2.3672 -5.0746
C 3.5451 1.2920 -4.0143
O 3.1452 0.0349 -4.4752
C 2.7212 -0.8559 -3.4085
N 3.5864 3.6931 -4.4745
H 4.3399 2.9969 -6.9308
H 4.6189 1.3262 -6.6278
H 5.5831 2.5179 -5.7232
H 2.4819 2.4231 -5.4897
H 2.8531 1.5751 -3.2212
H 4.5118 1.2646 -3.5115
H 2.6979 -1.9102 -3.6844
H 1.7030 -0.5993 -3.1162
H 3.2769 -0.6838 -2.4868
H 2.8054 3.9047 -3.8701
H 3.5133 4.4399 -5.1504
C -5.2728 -2.5120 5.3171
C -4.3524 -1.4244 5.9539
C -3.4970 -0.6270 4.9434
O -2.4974 0.1947 5.5780
C -1.2502 0.2827 4.9340
N -5.1607 -0.4575 6.6245
H -5.9094 -2.9570 6.0819
H -4.7457 -3.2537 4.7170
H -6.0488 -2.1077 4.6671
H -3.7040 -1.9027 6.6880
H -4.1397 0.0215 4.3481
H -3.1272 -1.3263 4.1934
H -1.4200 0.6324 3.9157
H -0.6726 -0.6396 4.9965
H -0.5541 1.0134 5.3458
H -4.4784 0.2613 6.8194
H -5.7850 -0.0178 5.9634
C -3.6849 1.7513 -5.5459
C -4.5958 0.7780 -4.7896
C -4.8997 1.2091 -3.3558
O -3.8508 1.0557 -2.4073
C -3.5112 -0.2701 -2.0047
N -5.8492 0.6237 -5.5270
H -4.2960 2.6389 -5.7099
H -3.4170 1.3857 -6.5371
H -2.8141 2.0723 -4.9742
H -4.1855 -0.2319 -4.7841
H -5.8117 0.8462 -2.8817
H -5.0714 2.2852 -3.3802
H -2.6132 -0.2163 -1.3894
H -3.2876 -0.9861 -2.7956
H -4.2947 -0.5183 -1.2888
H -6.4709 -0.0397 -5.0871
H -5.6919 0.1740 -6.4176
C 5.3763 3.4808 3.2231
C 4.3876 4.6412 3.4099
C 3.0811 4.3181 4.1359
O 2.2779 3.4274 3.3796
C 1.0209 3.2950 4.0569
N 5.1237 5.6808 4.1350
H 6.2072 3.7653 2.5776
H 4.8307 2.6805 2.7231
H 5.6783 3.1404 4.2136
H 4.2130 4.9718 2.3861
H 2.5506 5.2574 4.2920
H 3.2819 3.9411 5.1388
H 0.4052 2.4980 3.6402
H 0.4780 4.2331 3.9410
H 1.0721 3.0961 5.1274
H 5.2936 5.3654 5.0794
H 6.0071 5.9531 3.7282
C 4.7613 -5.3993 -0.7978
C 4.8225 -3.8481 -0.8798
C 4.8688 -3.1562 0.5048
O 3.7379 -3.5375 1.3063
C 3.8368 -2.9008 2.6085
N 5.9423 -3.5347 -1.7678
H 5.6976 -5.9513 -0.7159
H 4.2338 -5.8273 -1.6503
H 4.1328 -5.6382 0.0602
H 3.8807 -3.5909 -1.3646
H 4.8789 -2.0736 0.3777
H 5.8245 -3.4539 0.9362
H 4.6100 -3.3632 3.2220
H 2.8178 -2.9652 2.9901
H 4.0538 -1.8350 2.6801
H 5.6881 -3.5558 -2.7451
H 6.1161 -2.5410 -1.7184
C -0.5554 4.6661 -3.6475
C -1.4122 3.7966 -2.7669
C -0.7618 2.4981 -2.5493
O -1.5580 4.4504 -1.5124
H 0.4564 4.7236 -3.2463
H -0.9233 5.6870 -3.7498
H -0.4668 4.2434 -4.6483
H -2.3904 3.5575 -3.1843
H 0.2566 2.7027 -2.2190
H -0.5928 1.9773 -3.4918
H -1.2504 1.9061 -1.7754
H -0.6583 4.6431 -1.2384
C 0.7234 -0.4532 1.7305
C -0.3082 -0.8233 0.6295
C 0.1124 -1.9281 -0.3378
O -1.5485 -1.0993 1.2635
H 1.6875 -0.2943 1.2474
H 0.9625 -1.2625 2.4204
H 0.4918 0.4844 2.2359
H -0.5916 0.0574 0.0532
H 1.1267 -1.7890 -0.7117
H -0.4864 -2.0827 -1.2355
H -0.0334 -2.8786 0.1754
H -1.9861 -0.2533 1.3834
C -2.3535 8.8950 1.8150
O -2.6782 7.5320 1.6552
C -1.5846 6.6982 1.3522
C -2.0850 5.2993 1.2524
N -2.3166 4.6479 2.5048
C -2.8811 3.2944 2.3631
C -2.3396 2.3590 1.3331
O -2.7768 1.0601 1.5909
C -4.1946 0.8067 1.5303
H -3.2869 9.4378 1.9643
H -1.9601 9.3171 0.8902
H -1.6540 8.9703 2.6475
H -0.8694 6.7387 2.1737
H -1.0421 6.9518 0.4414
H -1.2116 4.8248 0.8051
H -2.9533 5.2526 0.5951
H -2.8957 5.1539 3.1596
H -3.9484 3.3266 2.1439
H -2.8510 2.8071 3.3376
H -1.2685 2.5518 1.3946
H -2.6855 2.6893 0.3536
H -4.3095 -0.2176 1.8848
H -4.4380 0.8415 0.4684
H -4.9388 1.4087 2.0519
C -2.3185 1.2509 -10.8142
O -1.4840 0.1396 -10.4293
C -1.7690 -1.0972 -11.0278
C -0.6017 -2.0586 -10.4493
N -0.8476 -2.3617 -9.0323
C 0.2551 -3.0260 -8.2922
C -0.1777 -3.2882 -6.7968
O -0.0034 -2.0299 -6.0939
C -0.5210 -1.9160 -4.7685
H -1.9585 2.1759 -10.3637
H -3.3246 1.1789 -10.4010
H -2.3064 1.4917 -11.8772
H -1.7390 -1.0109 -12.1139
H -2.7537 -1.5523 -10.9216
H 0.3595 -1.5446 -10.4552
H -0.5979 -2.9318 -11.1017
H -1.1545 -1.4835 -8.6389
H 1.1679 -2.4307 -8.3137
H 0.4314 -4.0464 -8.6325
H 0.4110 -4.0820 -6.3369
H -1.2389 -3.5357 -6.7685
H -0.2670 -0.9803 -4.2703
H -0.0082 -2.5828 -4.0753
H -1.5979 -2.0829 -4.7895
C 1.0259 -4.1342 10.9394
O 2.3970 -3.9687 10.6074
C 2.8123 -4.3533 9.2682
C 2.1400 -3.4225 8.2128
N 2.2044 -3.9142 6.8657
C 1.6493 -2.9962 5.8415
C 2.4665 -1.6647 5.7414
O 2.1262 -0.9471 4.5761
C 2.8743 0.2742 4.3867
H 0.7195 -5.1567 10.7187
H 0.3507 -3.4382 10.4415
H 0.9738 -3.9766 12.0167
H 2.5300 -5.3878 9.0727
H 3.8939 -4.2702 9.1617
H 2.6800 -2.4859 8.3512
H 1.0797 -3.3137 8.4408
H 2.0168 -4.9066 6.8632
H 0.6211 -2.7780 6.1301
H 1.7096 -3.5277 4.8918
H 3.5199 -1.9294 5.6492
H 2.4022 -1.0723 6.6541
H 2.8184 0.6862 3.3791
H 3.9228 0.1027 4.6301
H 2.5792 1.0284 5.1163
C 3.7031 1.5790 -0.3191
O 2.4489 2.1154 -0.8061
C 1.5999 2.4780 0.2602
C 1.7575 3.9838 0.4410
N 1.4176 4.6723 -0.8028
C 1.7799 6.0906 -0.5612
C 1.5887 6.8718 -1.9125
O 2.3451 6.3345 -2.9748
C 2.0362 6.9791 -4.1891
H 4.1616 2.2601 0.3978
H 4.4605 1.4677 -1.0951
H 3.6210 0.6029 0.1590
H 1.8216 1.8683 1.1362
H 0.5849 2.3096 -0.0996
H 2.7984 4.0055 0.7638
H 1.1899 4.2647 1.3281
H 2.0591 4.1781 -1.4064
H 2.8065 6.2753 -0.2449
H 1.1081 6.5709 0.1503
H 1.9527 7.8742 -1.6871
H 0.5050 6.8203 -2.0176
H 2.2226 8.0401 -4.0225
H 1.0405 6.8053 -4.5971
H 2.8315 6.6698 -4.8673

Maximum force (eV/Å): 3.02
Energy (eV): -113812.5645
Charge: 0
Frontier orbital gap (eV): 8.9
Relative energy (zero: lowest compared OMol25 entry of this formula, charge and spin) (kcal per mole): 0.00